1.
# C5H10O2

A molecular structure, C5H10O2 (ωB97M-V with the def2-TZVPD basis set, the Open Molecules 2025 dataset).

**Energy relative to the best compared isomer or geometry (same formula, charge and spin)**: 143.0 kcal/mol
**Lowest unoccupied orbital energy**: 0.316 eV
**HOMO-LUMO gap**: 7.817 eV

Each line ends with the natural charge from an NBO analysis.
Geometry (Å):
O: 2.009 0.209 1.289  -0.73
C: 2.074 -0.411 0.006  -0.04
C: 0.653 -0.850 -0.378  -0.52
C: -0.155 0.372 -0.453  -0.11
C: -2.344 0.235 -0.743  -0.10
O: -2.222 1.154 0.281  -0.52
C: -0.933 0.792 0.760  -0.15
H: 2.891 0.562 1.491  0.47
H: 2.724 -1.303 0.021  0.17
H: 2.454 0.285 -0.761  0.17
H: 0.302 -1.582 0.374  0.18
H: 0.731 -1.360 -1.350  0.23
H: -1.083 0.441 -1.347  0.23
H: -2.586 -0.786 -0.422  0.17
H: -2.989 0.611 -1.542  0.20
H: -0.466 1.642 1.264  0.21
H: -1.057 -0.013 1.509  0.13

2.
# C5H10O2

A single C5H10O2 molecule (ωB97M-V with the def2-TZVPD basis set, the Open Molecules 2025 dataset).

**SMILES**: C[C@H]1OCC[C@H]1O
**Energy relative to the best compared isomer or geometry (same formula, charge and spin)**: 32.6 kcal/mol
**Lowest unoccupied orbital energy**: 0.958 eV
**HOMO-LUMO gap**: 10.614 eV

Each line ends with the natural charge from an NBO analysis.
Geometry (Å):
C: 2.020 -0.090 -0.530  -0.65
C: 0.761 0.318 0.219  0.07
O: 0.010 1.280 -0.526  -0.54
C: -1.379 1.118 -0.250  -0.07
C: -1.491 -0.028 0.765  -0.45
C: -0.221 -0.822 0.494  0.08
O: -0.393 -1.721 -0.588  -0.72
H: 2.917 0.322 -0.064  0.22
H: 2.016 0.228 -1.578  0.23
H: 2.095 -1.178 -0.499  0.22
H: 1.044 0.751 1.190  0.17
H: -1.893 0.873 -1.188  0.18
H: -1.798 2.054 0.138  0.18
H: -1.476 0.357 1.792  0.21
H: -2.379 -0.647 0.633  0.23
H: 0.093 -1.417 1.362  0.18
H: 0.071 -1.397 -1.370  0.47

3.
# C5H10O2

A single C5H10O2 molecule (ωB97M-V with the def2-TZVPD basis set, the Open Molecules 2025 dataset).

**SMILES**: C[C@H]1OCC[C@H]1O
**Energy relative to the best compared isomer or geometry (same formula, charge and spin)**: 29.8 kcal/mol
**Lowest unoccupied orbital energy**: 1.032 eV
**HOMO-LUMO gap**: 10.869 eV

Each line ends with the natural charge from an NBO analysis.
Geometry (Å):
C: -1.621 0.977 0.999  -0.63
C: -0.464 0.054 0.681  0.07
O: -0.824 -0.971 -0.246  -0.54
C: 0.408 -1.584 -0.649  -0.08
C: 1.513 -0.512 -0.475  -0.47
C: 0.689 0.716 -0.081  0.07
O: 0.169 1.353 -1.233  -0.71
H: -2.536 0.423 1.217  0.22
H: -1.804 1.662 0.167  0.22
H: -1.363 1.573 1.883  0.22
H: -0.096 -0.418 1.606  0.17
H: 0.289 -1.912 -1.686  0.19
H: 0.600 -2.465 -0.022  0.18
H: 2.223 -0.790 0.312  0.21
H: 2.074 -0.309 -1.389  0.23
H: 1.235 1.473 0.487  0.19
H: -0.493 0.729 -1.572  0.47

4.
# C5H10O2

A single C5H10O2 molecule (ωB97M-V with the def2-TZVPD basis set, the Open Molecules 2025 dataset).

**SMILES**: CC(=O)C(C)(C)O
**Energy relative to the best compared isomer or geometry (same formula, charge and spin)**: 17.5 kcal/mol
**Lowest unoccupied orbital energy**: 0.844 eV
**HOMO-LUMO gap**: 10.900 eV

Each line ends with the natural charge from an NBO analysis.
Geometry (Å):
C: 1.839 0.345 -0.689  -0.73
C: 1.003 -0.590 0.145  0.60
O: 1.461 -1.619 0.600  -0.56
C: -0.488 -0.282 0.386  0.14
C: -0.699 1.129 0.938  -0.62
C: -1.267 -0.476 -0.926  -0.62
O: -0.963 -1.204 1.337  -0.72
H: 1.403 0.410 -1.691  0.24
H: 2.859 -0.039 -0.761  0.24
H: 1.858 1.356 -0.269  0.24
H: -0.112 1.281 1.849  0.22
H: -1.756 1.244 1.197  0.23
H: -0.440 1.904 0.208  0.21
H: -2.335 -0.396 -0.697  0.23
H: -1.088 -1.475 -1.338  0.22
H: -1.021 0.275 -1.686  0.20
H: -0.257 -1.870 1.419  0.49

5.
# C5H10O2

2 unconnected molecules or ions with the total composition C5H10O2 (ωB97M-V with the def2-TZVPD basis set, the Open Molecules 2025 dataset).

**SMILES**: C=C(O)/C=C/C.O
**Energy relative to the best compared isomer or geometry (same formula, charge and spin)**: 98.8 kcal/mol
**Lowest unoccupied orbital energy**: 0.889 eV
**HOMO-LUMO gap**: 9.184 eV

Each line ends with the natural charge from an NBO analysis.
Geometry (Å):
C: 1.981 0.572 -2.759  -0.57
C: 1.091 0.106 -1.912  0.32
O: 0.010 -0.619 -2.221  -0.66
C: 0.817 0.262 -0.460  -0.25
C: 0.346 1.431 0.103  -0.15
C: -0.577 1.556 1.208  -0.67
H: 2.166 0.312 -3.742  0.21
H: 2.469 1.464 -2.361  0.21
H: 0.295 -1.017 -3.141  0.47
H: 0.593 -0.664 0.004  0.21
H: 0.773 2.370 -0.385  0.20
H: -1.417 0.752 1.304  0.23
H: 0.059 1.613 2.174  0.23
H: -1.201 2.464 0.971  0.23
O: -2.541 -2.529 4.470  -0.91
H: -2.051 -2.902 5.127  0.45
H: -3.388 -2.770 4.979  0.46

6.
# C5H10O2

A single C5H10O2 molecule (ωB97M-V with the def2-TZVPD basis set, the Open Molecules 2025 dataset).

**SMILES**: OC[C@@H](O)C1CC1
**Energy relative to the best compared isomer or geometry (same formula, charge and spin)**: 97.3 kcal/mol
**Lowest unoccupied orbital energy**: 0.910 eV
**HOMO-LUMO gap**: 10.207 eV

Each line ends with the natural charge from an NBO analysis.
Geometry (Å):
O: 1.157 -1.412 1.648  -0.71
C: 1.422 -0.845 0.377  -0.09
C: 0.705 0.767 0.238  0.11
O: 1.640 1.696 -0.205  -0.71
C: -0.477 0.557 -0.666  -0.31
C: -1.013 -0.834 -0.625  -0.41
C: -1.849 0.661 -0.115  -0.40
H: 0.256 -1.764 1.648  0.46
H: 1.399 -1.585 -0.428  0.17
H: 2.471 -0.535 0.393  0.18
H: 0.435 1.006 1.269  0.17
H: 1.242 2.350 -0.799  0.47
H: -0.311 0.964 -1.662  0.22
H: -1.357 -1.287 -1.551  0.22
H: -1.084 -1.501 0.224  0.20
H: -2.004 0.632 0.956  0.21
H: -2.631 1.129 -0.700  0.21

7.
# C5H10O2

A single C5H10O2 molecule (ωB97M-V with the def2-TZVPD basis set, the Open Molecules 2025 dataset).

**SMILES**: CO[C@H]1CO[C@H]1C
**Energy relative to the best compared isomer or geometry (same formula, charge and spin)**: 58.1 kcal/mol
**Lowest unoccupied orbital energy**: 1.027 eV
**HOMO-LUMO gap**: 10.734 eV

Each line ends with the natural charge from an NBO analysis.
Geometry (Å):
C: -0.437 -1.916 -1.285  -0.25
O: 0.030 -0.631 -0.952  -0.53
C: -0.577 -0.116 0.200  0.06
C: 0.084 -0.550 1.521  -0.09
O: 0.632 0.758 1.723  -0.53
C: -0.046 1.280 0.563  0.10
C: 0.883 1.961 -0.413  -0.63
H: -0.626 -2.531 -0.392  0.17
H: -1.364 -1.857 -1.874  0.17
H: 0.340 -2.402 -1.880  0.20
H: -1.671 -0.217 0.151  0.17
H: 0.864 -1.316 1.402  0.18
H: -0.596 -0.840 2.332  0.17
H: -0.850 1.964 0.871  0.17
H: 0.312 2.372 -1.253  0.21
H: 1.402 2.783 0.091  0.22
H: 1.622 1.258 -0.804  0.23

8.
# C5H10O2

A single C5H10O2 molecule (ωB97M-V with the def2-TZVPD basis set, the Open Molecules 2025 dataset).

**SMILES**: C[C@@H]1OC[C@H](C)O1
**Energy relative to the best compared isomer or geometry (same formula, charge and spin)**: 30.8 kcal/mol
**Lowest unoccupied orbital energy**: 1.097 eV
**HOMO-LUMO gap**: 10.689 eV

Each line ends with the natural charge from an NBO analysis.
Geometry (Å):
C: 2.089 0.900 -0.919  -0.64
C: 0.700 1.100 -0.261  0.39
O: 0.702 0.877 1.131  -0.53
C: -0.271 -0.108 1.421  -0.09
C: -1.132 -0.174 0.160  0.07
C: -1.657 -1.526 -0.223  -0.61
O: -0.238 0.249 -0.843  -0.52
H: 2.420 -0.122 -0.732  0.21
H: 2.042 1.072 -2.005  0.22
H: 2.838 1.578 -0.490  0.22
H: 0.432 2.142 -0.479  0.13
H: 0.222 -1.068 1.619  0.17
H: -0.831 0.194 2.311  0.19
H: -1.962 0.539 0.228  0.16
H: -2.198 -1.493 -1.172  0.22
H: -2.330 -1.888 0.554  0.21
H: -0.823 -2.223 -0.316  0.21